(w)
A cluster of 2 separate species, C3H11N3O in total, computed with ωB97M-V/def2-TZVPD.

Structure (ORCA input):
```
! wB97M-V def2-TZVPD RIJCOSX def2/J DEFGRID3
* xyz 0 1
H 1.960 -0.195 0.167
N 1.155 -0.394 -0.416
C 0.119 0.145 0.105
N 0.095 0.819 1.311
N -1.079 0.137 -0.570
C -1.406 -0.933 -1.513
C -1.687 -2.248 -0.717
H -0.832 1.217 1.423
H 0.680 1.504 1.761
H -1.587 1.002 -0.617
H -0.541 -1.170 -2.119
H -2.240 -0.496 -2.051
H -1.168 -2.208 0.235
H -1.364 -3.024 -1.409
H -2.760 -2.304 -0.529
O 3.333 2.400 1.519
H 4.196 2.399 1.948
H 3.125 3.346 1.473
*
```

HOMO level, eV: -8.31
LUMO, hartree: 0.0224
Structure (SMILES): [H]/N=C(\N)NCC.O



(x)
The molecule C3H11N3O, computed with ωB97M-V/def2-TZVPD.

Structure (ORCA input):
```
! wB97M-V def2-TZVPD RIJCOSX def2/J DEFGRID3
* xyz 0 1
C 0.571 0.559 -1.866
N -0.148 0.850 -0.639
O -1.520 0.960 -0.922
C 0.047 -0.134 0.425
C -0.732 0.342 1.658
N 1.485 -0.211 0.663
N -0.471 -1.430 0.001
H 0.170 -0.318 -2.391
H 1.616 0.391 -1.625
H 0.476 1.430 -2.513
H -1.855 0.064 -1.117
H -0.521 -0.306 2.507
H -1.798 0.331 1.455
H -0.434 1.360 1.895
H 1.864 0.725 0.746
H 1.664 -0.700 1.535
H 0.205 -1.875 -0.611
H -0.618 -2.037 0.797
*
```

HOMO level, eV: -9.10
LUMO, hartree: 0.0358
Structure (SMILES): CN(O)C(C)(N)N



Short version: (x) is the least stable of them.